Computed, not measured: C18H20N2O4PdS as an isolated structure, with wB97M-V/def2-TZVPD.

Kohn-Sham gap (alpha / beta) ... 7.380 / 7.382 eV
M ... 466.85 g mol⁻¹
Total charge ... 0
E_HOMO (alpha / beta) ... -8.37 / -8.37 eV
ΔE to the lowest compared entry with this formula, charge and spin ... 1.813 eV

Positions of all 46 atoms, in Å:
Pd1 0.41237 -0.19281 0.61180
N1 2.54089 -0.31991 -0.09681
C1 2.83144 1.12237 0.11645
C2 1.71986 1.65294 1.00140
O1 1.89991 1.83098 2.20136
N2 0.56404 1.89097 0.28645
C3 -0.49809 2.57148 1.00277
C4 -1.51777 1.58759 1.61053
O2 -2.20386 1.95279 2.54292
O3 -1.56683 0.41291 1.03298
H1 2.96923 -0.88129 0.63143
H2 2.88627 -0.62610 -0.99405
H3 2.77959 1.63010 -0.84179
H4 3.79559 1.30248 0.58742
H5 -1.06985 3.18446 0.30531
H6 -0.11973 3.17458 1.82331
O4 0.26194 -1.62548 2.29039
S1 -0.36165 -0.69079 3.32959
C5 -1.98741 -1.45669 3.73327
C6 -1.90080 -2.94760 3.81926
C7 -1.83630 -3.59259 5.05317
C8 -1.65555 -4.96664 5.12863
C9 -1.52762 -5.71251 3.96535
C10 -1.61922 -5.08323 2.73001
C11 -1.81249 -3.71275 2.65728
C12 0.55862 -1.08961 4.88741
C13 1.93531 -1.54911 4.50692
C14 2.17220 -2.90308 4.28451
C15 3.39883 -3.32900 3.79791
C16 4.39859 -2.40316 3.52191
C17 4.17060 -1.05244 3.75502
C18 2.94528 -0.62712 4.25040
H7 -2.62138 -1.10736 2.91950
H8 -2.30739 -0.99374 4.66833
H9 -1.94511 -3.01597 5.96636
H10 -1.60909 -5.45447 6.09427
H11 -1.37329 -6.78272 4.02149
H12 -1.53423 -5.66560 1.82122
H13 -1.90122 -3.22500 1.69523
H14 0.01524 -1.85918 5.43096
H15 0.56184 -0.15035 5.44092
H16 1.38132 -3.62342 4.46938
H17 3.57426 -4.38463 3.62835
H18 5.35310 -2.73616 3.13223
H19 4.94898 -0.32531 3.55278
H20 2.76085 0.42934 4.40840

Forces on atoms 1 to 2 (eV/Å):
Pd -1.3349 1.1174 -0.7070
N -0.6601 0.2789 1.0207